(1)
ORCA calculation (ωB97M-V/def2-TZVPD) on 2 unconnected molecules or ions with the total composition C10H14F9O6S.

Geometry as XYZ:
```
40
Properties=species:S:1:pos:R:3:lowdin_charge:R:1
C -4.766 -0.371 -0.182 -0.0652
C -3.275 -0.715 -0.332 -0.2290
O -2.521 0.503 -0.477 -0.0789
C -1.311 0.585 0.171 -0.2112
O -0.251 0.866 -0.769 0.0722
C 0.272 -0.138 -1.479 -0.6117
O 0.612 -0.014 -2.573 0.2221
O 0.452 -1.300 -0.779 -0.0009
C 1.765 -1.398 -0.189 -0.1205
C 1.712 -0.920 1.265 -0.0517
C 3.048 -1.121 1.993 -0.4171
F 3.021 -2.330 2.665 0.0960
F 4.110 -1.200 1.135 0.1023
C 3.327 -0.059 3.117 -0.4425
F 4.212 -0.554 3.984 0.1293
F 2.176 0.133 3.773 0.1318
S 4.010 1.628 2.563 0.8117
F 2.642 2.366 2.926 -0.1372
F 4.538 1.907 4.049 -0.1376
F 5.397 0.931 2.187 -0.1300
F 3.473 1.420 1.070 -0.1309
F 4.615 3.024 2.116 -0.1169
H -5.043 -0.324 0.886 0.0615
H -4.969 0.603 -0.640 0.0807
H -5.390 -1.137 -0.656 0.0766
H -2.928 -1.266 0.559 0.1080
H -3.109 -1.338 -1.226 0.1108
H -1.075 -0.331 0.734 0.1178
H -1.293 1.453 0.852 0.1422
H 2.464 -0.795 -0.782 0.1413
H 2.032 -2.459 -0.246 0.1425
H 0.951 -1.460 1.841 0.1442
H 1.446 0.147 1.289 0.1221
C -2.303 0.709 -4.305 -0.0564
C -3.718 0.265 -3.872 -0.8000
O -3.867 -0.963 -3.651 -0.1182
O -4.573 1.175 -3.774 -0.1112
H -1.626 -0.144 -4.349 0.0465
H -2.349 1.178 -5.292 0.0533
H -1.904 1.441 -3.601 0.0544
```

Output
LUMO   1.61 eV
Total energy   -2137.8520 Eh
Net charge   -1
HOMO level   -3.847 eV
Spin multiplicity   1

---

(2)
ORCA calculation (ωB97M-V/def2-TZVPD) on 2 unconnected molecules or ions with the total composition C10H14IPS.

Geometry as XYZ:
```
27
Properties=species:S:1:pos:R:3:lowdin_charge:R:1
C 0.613 3.936 -0.610 -0.0857
C 0.745 3.679 0.745 -0.0828
C 0.714 2.900 -1.525 -0.0874
C 0.986 2.391 1.187 -0.1250
C 0.953 1.610 -1.091 -0.1543
C 1.111 1.356 0.266 -0.5060
C -2.138 -1.528 0.828 -0.0710
C -0.980 -1.873 -1.418 -0.0869
C -0.316 -3.305 0.568 -0.1043
C -1.052 -2.139 0.036 -0.3769
P 1.262 -0.372 0.862 0.0462
S 1.886 -0.406 2.715 0.0864
I 2.985 -1.286 -0.689 0.3793
H 0.434 4.947 -0.950 0.1023
H 0.661 4.479 1.465 0.1037
H 0.602 3.094 -2.581 0.1026
H 1.095 2.182 2.243 0.0613
H 1.042 0.808 -1.809 0.0593
H -3.096 -1.949 0.497 0.1020
H -2.024 -1.723 1.890 0.0869
H -2.197 -0.452 0.662 0.0883
H -1.431 -0.920 -1.681 0.0848
H -1.505 -2.664 -1.964 0.1006
H 0.054 -1.898 -1.768 0.0397
H 0.569 -3.519 -0.027 0.0587
H -0.018 -3.151 1.604 0.0765
H -0.953 -4.196 0.547 0.1017
```

Output
LUMO (spin up / spin down)   -1.72 / -0.49 eV
Total energy   -1426.6522 Eh
Net charge   0
HOMO level (spin up / spin down)   -7.295 / -7.608 eV
Energy relative to the best compared isomer or geometry (same formula, charge and spin)   25.26 kcal per mole
Spin multiplicity   1

---

(3)
ORCA calculation (ωB97M-V/def2-TZVPD) on a gas-phase ion, C10H14N (charge +1).

Geometry as XYZ:
```
25
Properties=species:S:1:pos:R:3:lowdin_charge:R:1
C -3.161 -0.484 -0.012 0.2568
N -1.994 0.059 0.143 -0.0437
C -1.759 1.325 0.559 -0.1295
C -0.248 1.668 0.288 -0.0294
C 0.021 0.615 -0.947 -0.1504
C 1.675 0.681 -0.838 0.0557
C 1.864 -0.474 -0.128 -0.2303
C 3.232 -0.542 0.515 -0.0481
C 0.581 -1.230 0.350 -0.0196
C -0.348 -1.900 -0.615 -0.0258
C -0.773 -0.489 -0.308 -0.2734
H -3.150 -1.372 -0.609 0.1192
H -4.113 -0.134 0.266 0.1192
H -2.086 1.533 1.554 0.1443
H -2.365 2.103 0.130 0.1470
H 0.022 2.671 0.008 0.1247
H 0.341 1.343 1.017 0.0615
H -0.228 0.914 -1.974 0.1431
H 2.222 1.603 -1.024 0.1305
H 3.086 0.070 1.359 0.0645
H 3.998 0.006 -0.084 0.1036
H 3.579 -1.530 0.813 0.0832
H 0.635 -1.491 1.378 0.1362
H 0.029 -2.358 -1.601 0.1647
H -1.059 -2.588 -0.239 0.0961
```

Output
LUMO   -5.04 eV
SMILES   C=[N+]1CC[C@H]2C=C(C)[C@@H]3C[C@]231
Total energy   -443.7612 Eh
Net charge   +1
HOMO level   -12.409 eV
Energy relative to the best compared isomer or geometry (same formula, charge and spin)   97.03 kcal per mole
Spin multiplicity   1

---

(4)
ORCA calculation (ωB97M-V/def2-TZVPD) on a molecular structure, C10H14N3.

Geometry as XYZ:
```
27
Properties=species:S:1:pos:R:3:lowdin_charge:R:1
C -2.061 0.991 -1.308 0.0442
C -2.854 0.375 -0.287 0.0084
C -1.102 0.291 1.319 0.0371
C -0.746 1.132 -0.888 -0.2387
C -2.418 0.009 0.999 -0.3042
C -0.299 0.812 0.363 -0.1918
C 0.314 1.605 -1.735 0.0600
C 1.422 1.476 -0.949 -0.0755
C 1.340 -1.430 -1.319 -0.0782
C 1.774 -0.884 -0.027 0.0187
N -3.193 -0.683 1.883 0.1439
N 1.758 1.413 1.500 0.1374
N 1.139 0.926 0.332 -0.1579
H -2.563 1.191 -2.247 0.1286
H -3.800 0.035 -0.605 0.0983
H -0.853 0.011 2.364 0.1429
H 0.349 1.790 -2.795 0.1375
H 2.394 1.335 -1.314 0.1162
H 0.194 -1.180 -1.498 0.1435
H 1.924 -0.989 -2.172 0.1050
H 1.435 -2.516 -1.084 0.1168
H 2.711 -0.579 0.104 0.0572
H 1.253 -1.454 0.774 0.1316
H -4.080 -1.086 1.666 0.1127
H -2.898 -0.644 2.798 0.0697
H 2.726 1.802 1.253 0.1522
H 1.943 0.865 2.290 0.0844
```

Output
LUMO   -3.67 eV
Total energy   -553.3451 Eh
Net charge   +1
HOMO level   -11.310 eV
Energy relative to the best compared isomer or geometry (same formula, charge and spin)   95.16 kcal per mole
Spin multiplicity   1

---

(5)
ORCA calculation (ωB97M-V/def2-TZVPD) on a single C10H14N4O5 molecule.

Geometry as XYZ:
```
33
Properties=species:S:1:pos:R:3:lowdin_charge:R:1
N 2.456 2.906 -0.190 -0.0527
C 1.795 1.571 -0.258 -0.3233
C 2.787 0.548 0.451 -0.0663
C 2.278 -0.744 0.055 -0.3756
C 2.245 -1.871 0.806 -0.0546
N 1.642 -2.861 0.002 0.0300
C 1.311 -2.274 -1.215 -0.1677
N 1.750 -1.055 -1.118 0.0680
C 0.348 1.693 0.299 -0.3926
O 0.042 2.373 1.277 0.0547
N -0.456 0.819 -0.406 0.1152
C -1.690 0.280 0.133 -0.2579
C -2.831 0.104 -0.798 -0.0781
C -4.123 -0.104 -0.039 -0.4078
O -4.088 -0.474 1.098 0.1599
O -5.209 0.494 -0.825 0.0040
C -1.137 -1.024 0.821 -0.3839
O -0.908 -2.090 0.124 0.0095
O -1.143 -0.876 2.144 0.1293
H 2.303 3.557 -1.203 0.1530
H 1.806 3.565 0.614 0.1593
H 1.798 1.412 -1.280 0.0952
H 2.976 0.664 1.507 0.1219
H 3.689 0.940 -0.002 0.1110
H 2.690 -1.940 1.845 0.1385
H 1.583 -3.898 0.238 0.1763
H 0.588 -2.806 -1.853 0.1333
H -0.057 0.267 -1.074 0.0745
H -1.794 1.109 0.909 0.1742
H -2.770 1.150 -1.286 0.1558
H -2.500 -0.721 -1.555 0.1732
H -4.783 0.996 -1.630 0.1412
H -0.597 -1.711 2.408 0.1826
```

Output
LUMO   0.39 eV
SMILES   N[C@@H](Cc1c[nH]cn1)C(=O)N[C@@H](CC(=O)O)C(=O)O
Total energy   -984.5916 Eh
Net charge   0
HOMO level   -8.813 eV
Energy relative to the best compared isomer or geometry (same formula, charge and spin)   121.04 kcal per mole
Spin multiplicity   1

---

(6)
ORCA calculation (ωB97M-V/def2-TZVPD) on a gas-phase ion, C10H14NO (charge +1).

Geometry as XYZ:
```
26
Properties=species:S:1:pos:R:3:lowdin_charge:R:1
C -0.602 -2.271 -1.372 0.0248
C 0.810 -2.124 -1.509 -0.0890
C 0.110 0.605 1.682 -0.0730
C -1.988 0.583 0.653 -0.0547
C -1.556 -1.431 -0.754 -0.0138
C 0.239 -0.413 0.608 -0.2081
C -0.900 1.554 1.051 -0.2513
C 1.565 -0.975 -1.426 0.1034
C -1.149 -0.537 0.118 -0.1722
C 2.344 0.864 -0.143 -0.0080
N 1.146 0.089 -0.508 -0.1304
O -0.239 2.107 -0.164 -0.0358
H -0.945 -3.164 -1.857 0.1164
H 1.430 -2.828 -1.947 0.0791
H -0.225 0.088 2.557 0.1418
H 1.040 1.066 2.008 0.1317
H -2.606 0.181 1.461 0.1598
H -2.692 0.850 -0.017 0.0976
H -2.541 -1.432 -1.267 0.1541
H 0.605 -1.494 0.939 0.2183
H -1.352 2.283 1.719 0.1613
H 2.176 1.776 0.275 0.0594
H 2.923 0.317 0.559 0.1022
H 2.952 0.931 -1.108 0.1379
H 0.476 0.830 -0.975 0.1996
H -1.021 2.545 -0.584 0.1491
```

Output
LUMO (spin up / spin down)   -5.34 / -5.29 eV
Total energy   -519.0021 Eh
Net charge   +1
HOMO level (spin up / spin down)   -12.886 / -12.248 eV
Energy relative to the best compared isomer or geometry (same formula, charge and spin)   136.43 kcal per mole
Spin multiplicity   1